[1]
Entry from the Open Molecules 2025 dataset: the molecule C6H10N2O in a non-equilibrium geometry (ωB97M-V with the def2-TZVPD basis set).

Computed properties:
- E_HOMO (eV) = -8.8
- total charge = 0
- multiplicity = 1
- HOMO-LUMO gap (eV) = 9.37
- E_LUMO (eV) = 0.57

The geometry in XYZ format:
```
19
Properties=species:S:1:pos:R:3:lowdin_charge:R:1
C 0.4123 -0.4303 1.2089 -0.132
C 2.9584 0.5729 -0.2905 -0.277
C 1.1526 -0.8757 -0.0200 -0.232
C -1.6719 -0.0782 0.1194 -0.488
C -2.2750 -1.1365 -0.2854 0.037
C -1.8842 1.2381 -0.4647 -0.052
N -0.8000 -0.0866 1.2363 0.117
N 1.8007 0.2361 -0.6864 0.068
O 3.7703 0.0307 0.6612 0.004
H 1.0082 -0.2237 1.9922 0.075
H 3.4473 1.3445 -0.7612 0.098
H 1.7932 -1.7357 0.3596 0.114
H 0.4693 -1.4400 -0.7317 0.125
H -3.0419 -1.1655 -1.0400 0.072
H -1.8996 -1.9575 0.2875 0.067
H 3.3368 -0.9067 0.9299 0.155
H -1.1149 1.7871 -1.0094 0.083
H -2.3095 1.9106 0.3592 0.118
H -2.5194 1.0465 -1.2652 0.047
```



[2]
Entry from the Open Molecules 2025 dataset: the molecule C6H10N2O2 in a non-equilibrium geometry (ωB97M-V with the def2-TZVPD basis set).

Computed properties:
- E_HOMO (eV) = -7.1
- total charge = 0
- multiplicity = 1
- HOMO-LUMO gap (eV) = 7.57
- E_LUMO (eV) = 0.49

The geometry in XYZ format:
```
20
Properties=species:S:1:pos:R:3:lowdin_charge:R:1
C -1.3074 -3.0656 -1.7735 -0.068
C -0.9722 -1.7120 -1.9780 -0.119
C -1.0479 -3.8217 -0.7271 -0.157
C -0.8584 0.4231 1.2535 -0.082
C 1.5858 0.8012 0.6063 -0.072
C 0.4957 -0.2376 0.9723 -0.432
N -0.3138 -0.8985 -1.2007 -0.200
N 0.3121 -1.0999 -0.1639 0.050
O -1.0328 -4.5118 0.2086 0.182
O -0.5550 0.4320 -1.8215 -0.043
H -1.7011 -3.5085 -2.6512 0.107
H -1.3041 -1.1799 -2.7923 0.096
H -0.8007 1.0498 2.1236 0.059
H -1.5414 -0.4956 1.5120 0.115
H -1.1596 1.0515 0.3838 0.066
H 2.0070 0.4229 -0.2983 0.044
H 2.5495 0.7894 1.3017 0.109
H 1.2002 1.8137 0.4470 0.069
H 0.8227 -0.8466 1.8595 0.141
H -1.5524 0.6252 -1.7510 0.134
```



[3]
Entry from the Open Molecules 2025 dataset: the molecule C6H10N2O2 in a non-equilibrium geometry (ωB97M-V with the def2-TZVPD basis set).

Computed properties:
- E_HOMO (eV) = -9.4
- total charge = 0
- multiplicity = 1
- HOMO-LUMO gap (eV) = 9.95
- E_LUMO (eV) = 0.51

The geometry in XYZ format:
```
20
Properties=species:S:1:pos:R:3:lowdin_charge:R:1
O -0.2161 -2.7942 0.6507 -0.049
C 0.9981 -2.0848 0.5943 -0.231
C 0.8256 -0.5933 0.9486 -0.358
N -0.1794 0.1018 0.1529 -0.028
C 0.1286 0.2111 -1.2577 -0.155
C -0.7234 1.2639 -1.9445 -0.509
N -0.5443 2.5376 -1.5866 0.103
C 0.5125 -0.4554 2.3810 -0.092
C 0.2594 -0.4118 3.5636 0.126
H -0.4893 -2.8879 1.5691 0.089
H 1.7606 -2.5281 1.2552 0.128
H 1.3643 -2.1644 -0.4379 0.119
H 1.7975 -0.1054 0.7651 0.152
H -1.0826 -0.3452 0.2869 0.126
H 1.1791 0.5215 -1.3728 0.141
H 0.0081 -0.7213 -1.8348 0.125
H -0.0333 -0.3399 4.5962 0.032
O -0.8204 1.2238 -3.2079 -0.046
H -0.6751 2.7231 -0.5974 0.093
H -0.6104 2.9237 -2.7125 0.233
```



[4]
Entry from the Open Molecules 2025 dataset: the molecule C6H10N2O2S in a non-equilibrium geometry (ωB97M-V with the def2-TZVPD basis set).

Computed properties:
- E_HOMO (eV) = -9.0
- total charge = 0
- multiplicity = 1
- HOMO-LUMO gap (eV) = 9.53
- E_LUMO (eV) = 0.52

The geometry in XYZ format:
```
21
Properties=species:S:1:pos:R:3:lowdin_charge:R:1
C -2.0694 0.3196 0.8568 -0.457
C 1.9305 -1.2972 0.1916 -0.533
C -2.4523 0.9628 -0.4152 -0.242
C 0.1744 0.5232 0.4321 -0.169
C 2.2701 0.9063 -0.8767 -0.048
C 1.5827 0.2453 0.3334 -0.238
N -0.7589 -0.2038 0.8826 0.024
N 0.9955 -2.1924 0.2880 0.197
O 3.0286 -1.6317 -0.1831 0.045
O -4.6236 -0.3494 0.4897 -0.587
S -3.3775 -0.7066 -0.1371 0.944
H -2.5038 0.8276 1.7584 0.149
H -3.1399 1.8039 -0.4888 0.095
H -1.6579 0.8009 -1.1021 0.058
H 0.0184 1.5447 0.0511 0.138
H 2.0050 0.4316 -1.7982 0.075
H 2.0937 1.9594 -1.0114 0.072
H 3.3602 0.5381 -0.8539 0.113
H 1.8826 0.5533 1.3813 0.181
H -0.0062 -2.0107 0.3084 0.096
H 1.2480 -3.0250 -0.1070 0.087
```



[5]
Entry from the Open Molecules 2025 dataset: the molecule C6H10N2O2S in a non-equilibrium geometry (ωB97M-V with the def2-TZVPD basis set).

Computed properties:
- E_HOMO (eV) = -10.0
- total charge = 0
- multiplicity = 1
- HOMO-LUMO gap (eV) = 10.66
- E_LUMO (eV) = 0.64

The geometry in XYZ format:
```
21
Properties=species:S:1:pos:R:3:lowdin_charge:R:1
C 0.4539 1.2914 -2.3901 -0.036
C 1.2561 2.3699 -2.1591 -0.093
C 0.2855 0.7218 -1.1289 -0.389
C 0.2466 -2.3466 1.4393 -0.045
C -1.4640 -0.3925 1.8547 -0.105
C -0.2682 -0.8985 1.1075 -0.413
N 1.0002 1.3499 -0.2366 0.054
N 1.5581 2.3477 -0.8739 0.002
O -2.2082 -0.3941 -0.9329 -0.402
O -0.0273 -1.7692 -1.5412 -0.335
S -0.6311 -0.7354 -0.7131 0.857
H -0.1201 1.0734 -3.3983 0.165
H 1.4730 3.2411 -2.6958 0.111
H -0.5938 -2.9586 1.6627 0.077
H 0.7573 -2.6091 0.6143 0.016
H 0.8975 -2.4099 2.3003 0.084
H -1.3515 -0.6400 2.9291 0.104
H -2.3267 -0.8440 1.5742 0.040
H -1.4884 0.6529 1.8006 0.067
H 0.5630 -0.1030 1.1956 0.116
H 1.9883 3.0528 -0.4085 0.125
```



[6]
Entry from the Open Molecules 2025 dataset: the molecule C6H10N2O3 in a non-equilibrium geometry (ωB97M-V with the def2-TZVPD basis set).

Computed properties:
- E_HOMO (eV) = -10.6
- total charge = 0
- multiplicity = 1
- HOMO-LUMO gap (eV) = 11.17
- E_LUMO (eV) = 0.61

The geometry in XYZ format:
```
21
Properties=species:S:1:pos:R:3:lowdin_charge:R:1
C -3.5374 -0.7962 -0.0190 -0.095
C -0.0874 0.1694 0.2993 -0.430
C 2.9245 -0.3381 -0.5721 -0.104
C 0.9746 -0.6608 0.8246 -0.082
C 2.4035 0.0341 0.8037 -0.192
C -2.4385 0.2710 -0.0296 -0.538
N -4.2590 -1.6742 0.0915 0.175
N -2.3131 0.5751 -1.4845 0.117
O -0.0463 1.3791 -0.0179 0.079
O -2.6841 1.3276 0.8508 0.120
O -1.2854 -0.4345 0.3835 0.055
H 2.4861 0.2536 -1.2594 0.030
H 2.7395 -1.3772 -0.7225 0.061
H 4.0537 -0.0946 -0.7231 0.115
H 1.0910 -1.5612 0.2417 0.120
H 0.6171 -1.0101 1.7601 0.126
H 2.9247 -0.4481 1.6234 0.101
H 2.5506 1.0504 1.0195 0.090
H -1.7215 1.4173 -1.5987 0.096
H -1.8535 -0.2076 -1.9165 0.091
H -2.5390 2.1250 0.4453 0.066
```



[7]
Entry from the Open Molecules 2025 dataset: a cluster of 2 separate species, C6H10N2O4 in total in a non-equilibrium geometry (ωB97M-V with the def2-TZVPD basis set).

Computed properties:
- E_HOMO (eV) = -9.6
- total charge = 0
- multiplicity = 1
- HOMO-LUMO gap (eV) = 9.89
- E_LUMO (eV) = 0.33

The geometry in XYZ format:
```
22
Properties=species:S:1:pos:R:3:lowdin_charge:R:1
C 0.2192 -2.5111 -2.9710 -0.285
C -0.3392 -2.4928 -1.6094 0.008
C -0.8717 -2.5336 -0.5337 0.003
C -1.5398 -2.3438 0.7603 -0.252
C 1.8820 1.9139 0.5459 -0.183
C 0.0430 3.4727 1.2152 -0.285
H -1.5354 -2.5952 -3.8029 0.090
H 0.6012 -3.5194 -3.1964 0.118
H 1.0674 -1.8141 -3.0483 0.123
H -2.6334 -2.2980 0.5756 0.120
H -1.3795 -3.1527 1.4891 0.120
H -0.6266 -0.5618 0.6449 0.074
H -0.0334 1.4410 1.9317 0.016
H 2.6966 1.9219 -0.1909 0.124
H 1.9754 3.9634 0.7519 0.149
H -0.0662 4.5676 1.3609 0.143
N 1.5621 0.7476 0.9898 0.042
N 1.3357 3.1677 0.8654 0.072
O -0.7120 -2.1128 -3.9439 -0.063
O -1.0990 -1.1096 1.3094 -0.090
O 0.6188 0.7271 2.0482 -0.080
O -0.8968 2.6964 1.3432 0.037
```



[8]
Entry from the Open Molecules 2025 dataset: the molecule C6H10N2O5S in a non-equilibrium geometry (ωB97M-V with the def2-TZVPD basis set).

Computed properties:
- E_HOMO (eV) = -8.5
- total charge = 0
- multiplicity = 1
- HOMO-LUMO gap (eV) = 9.14
- E_LUMO (eV) = 0.69

The geometry in XYZ format:
```
24
Properties=species:S:1:pos:R:3:lowdin_charge:R:1
C -3.6449 0.5023 0.5067 -0.071
C -3.7525 -0.7726 0.7997 -0.049
C 0.6830 -0.1534 -0.0284 -0.515
C -1.7161 -0.4147 -0.2425 -0.267
C -1.9231 2.0604 -0.5982 -0.011
C 4.0554 -1.3922 0.7928 -0.127
N 1.7725 0.0984 0.6892 -0.006
N -2.4998 0.7711 -0.2983 -0.106
O 0.6773 -0.3085 -1.3357 0.114
O -0.4689 -0.2593 0.5710 0.115
O 3.9758 1.1217 0.4121 -0.308
O 3.1761 -0.3179 -1.4753 -0.330
O -2.5549 -1.4126 0.2998 0.002
S 3.2626 -0.0147 -0.0488 0.603
H -4.3457 1.2896 0.9164 0.145
H -4.3859 -1.4636 1.2654 0.102
H -1.4274 1.8634 -1.5873 0.114
H -2.7815 2.6696 -0.5853 0.079
H -1.0927 2.2337 0.0914 0.095
H 3.4780 -1.7647 1.6138 0.049
H 4.2879 -2.2276 0.0904 0.074
H 5.0092 -0.8443 1.0633 0.080
H -1.2986 -0.7820 -1.1519 0.149
H 1.5142 -0.4822 -1.7603 0.067
```



[9]
Entry from the Open Molecules 2025 dataset: a cluster of 2 separate species, C6H10N2O5S in total in a non-equilibrium geometry (ωB97M-V with the def2-TZVPD basis set).

Computed properties:
- ⟨S²⟩ = 2.0087
- E_HOMO (alpha / beta) (eV) = -4.4 / -8.4
- total charge = 0
- multiplicity = 3
- HOMO-LUMO gap (alpha / beta) (eV) = 4.67 / 7.40
- E_LUMO (alpha / beta) (eV) = 0.31 / -0.96

The geometry in XYZ format:
```
24
Properties=species:S:1:pos:R:3:lowdin_charge:R:1
C -2.5710 0.4681 0.4327 -0.082
C -2.7490 -0.3370 -0.6195 -0.164
C 1.9809 0.4222 -1.3385 -0.599
C -1.0184 0.8270 -1.1740 -0.109
C -0.9936 2.3468 0.8426 -0.041
C 1.9975 -2.3764 0.5600 -0.096
N 0.8862 -0.5020 -1.0671 -0.023
N -1.5033 1.2335 0.0766 -0.172
O 2.5494 1.0781 -0.3265 0.109
O 2.3072 0.3997 -2.4861 0.121
O -0.6165 -1.7089 0.7320 -0.268
O 1.1276 -0.0314 1.4696 -0.311
O -1.8316 -0.1057 -1.5379 -0.026
S 0.6906 -1.0962 0.5809 0.716
H -3.2936 0.6686 1.2181 0.135
H -3.6148 -0.9569 -0.9566 0.142
H -0.0312 2.7438 0.2733 0.135
H -1.7134 3.0395 0.9446 0.027
H -0.7153 1.9669 1.9076 0.112
H 1.5576 -2.9793 -0.2799 0.089
H 2.9354 -2.0457 0.4109 0.017
H 2.0828 -2.9122 1.5348 0.092
H 0.3916 -1.0033 -1.7736 0.115
H 2.1449 0.8610 0.5762 0.082
```



[10]
Entry from the Open Molecules 2025 dataset: a cluster of 2 separate species, C6H10N2OP in total in a non-equilibrium geometry (ωB97M-V with the def2-TZVPD basis set).

Computed properties:
- E_HOMO (eV) = -13.5
- total charge = +1
- multiplicity = 1
- HOMO-LUMO gap (eV) = 9.17
- E_LUMO (eV) = -4.34

The geometry in XYZ format:
```
20
Properties=species:S:1:pos:R:3:lowdin_charge:R:1
C -1.8183 -1.6402 -1.5433 -0.014
C -2.9420 -1.0111 -1.0121 0.005
C -1.2289 -0.2103 0.0266 -0.312
C 3.6315 1.2768 0.4063 -0.126
C -3.2765 0.7191 0.8329 -0.018
C 4.5961 0.4488 -0.0224 -0.052
N -0.7251 -1.1119 -0.8395 -0.099
N -2.5541 -0.1430 -0.0128 -0.107
O 1.1490 -0.6928 1.0067 -0.179
P 0.6163 0.0396 -0.2544 1.132
H -1.8394 -2.4495 -2.2358 0.115
H -3.9860 -1.2164 -1.2062 0.141
H 3.8402 2.0156 1.1822 0.060
H 2.7256 1.4753 -0.1950 -0.011
H 2.0234 -0.6101 1.1204 -0.027
H -3.6521 0.1249 1.6430 0.099
H -2.5960 1.5718 1.2105 0.137
H -4.0591 1.3573 0.3639 0.118
H 5.6434 0.3804 0.3471 0.072
H 4.4522 -0.3243 -0.8182 0.065
```



[11]
Entry from the Open Molecules 2025 dataset: a structure of composition C6H10N2OPdS4 in a non-equilibrium geometry (ωB97M-V with the def2-TZVPD basis set).

Computed properties:
- ⟨S²⟩ = 2.0170
- E_HOMO (alpha / beta) (eV) = -6.3 / -8.0
- total charge = 0
- multiplicity = 3
- HOMO-LUMO gap (alpha / beta) (eV) = 6.60 / 6.41
- E_LUMO (alpha / beta) (eV) = 0.32 / -1.63

The geometry in XYZ format:
```
24
Properties=species:S:1:pos:R:3:lowdin_charge:R:1
Pd -0.2687 -0.1151 -0.1537 0.278
N 1.9896 -0.2457 -0.1998 -0.095
C 2.7309 0.9833 0.1264 -0.242
C 2.1229 2.3157 -0.4346 -0.170
C 0.8032 2.7972 0.2541 -0.258
N -0.4191 2.0188 0.0978 -0.116
H 2.0807 -0.9648 0.4731 0.023
H 2.3052 -0.6574 -1.1241 0.115
H 3.7657 0.9566 -0.0304 0.086
H 2.5976 1.1353 1.1912 0.105
H 1.9053 2.2243 -1.4733 0.089
H 2.9080 3.0591 -0.3110 0.107
H 0.6444 3.8757 -0.0069 0.119
H 1.0639 2.8089 1.3236 0.111
H -0.9981 2.3031 -0.6846 0.078
H -1.0756 2.0482 0.8955 0.082
O -4.6361 -5.2666 -0.0800 -0.055
C -3.8404 -4.3662 0.0647 -0.982
S -2.1060 -4.5834 -0.0259 0.980
C -1.7511 -2.9158 0.0413 -1.157
C -2.7501 -1.9429 0.1107 -1.190
S -2.6381 -0.2916 -0.0431 0.590
S -4.3548 -2.6353 0.1953 0.951
S -0.0795 -2.5412 -0.2063 0.550
```



[12]
Entry from the Open Molecules 2025 dataset: a structure of composition C6H10N2S2 in a non-equilibrium geometry (ωB97M-V with the def2-TZVPD basis set).

Computed properties:
- E_HOMO (eV) = -8.2
- total charge = 0
- multiplicity = 1
- HOMO-LUMO gap (eV) = 8.67
- E_LUMO (eV) = 0.51

The geometry in XYZ format:
```
20
Properties=species:S:1:pos:R:3:lowdin_charge:R:1
C 0.4958 1.2304 1.1026 -0.552
C 1.6171 -0.2589 -0.1618 -0.541
C -1.8595 -0.2616 0.2089 -0.657
C -2.0302 -1.6348 -0.5549 -0.140
C -0.5969 2.1325 0.6523 -0.473
C 2.7114 -0.7397 -1.0603 -0.011
N 1.4602 0.9740 0.1978 0.028
N 0.7690 -1.2018 0.3128 -0.269
S -0.3211 -0.5229 1.2889 1.045
S -1.4899 1.3809 -0.8071 0.808
H 0.8305 1.3905 2.1534 0.125
H -2.5389 -2.2274 0.2168 0.085
H -2.6822 0.0192 0.8661 0.054
H -2.6223 -1.5346 -1.5046 0.090
H -1.1565 -1.8062 -1.0410 0.007
H -1.2960 2.4938 1.5519 0.134
H -0.2330 2.9939 0.2124 0.030
H 2.2714 -1.3483 -1.7440 0.035
H 3.4232 -1.2076 -0.3464 0.099
H 3.2480 0.1288 -1.5436 0.102
```